Record 1
DFT (ωB97M-V/def2-TZVPD) results for a molecular structure, C38H36BCl36FI3N5O5S at a distorted geometry.

Last column: Löwdin charge in e.
Cartesian coordinates (Å):
C: -0.7346 -8.1336 -0.4654  -0.0614
C: -0.7553 -7.0097 -1.5218  -0.2290
N: -0.5933 -5.7086 -0.8738  -0.0771
C: -0.9834 -4.5843 -1.7481  -0.1545
C: -2.5160 -4.4840 -1.8347  -0.0984
C: -3.0837 -3.1870 -1.2906  -0.0755
C: -4.2227 -3.3110 -0.4780  -0.1577
N: -4.7990 -4.5950 -0.2172  0.1306
C: -4.4344 -5.1590 0.8660  -0.3919
C: -3.2046 -4.8194 1.6663  -0.0132
C: -5.2757 -6.2678 1.4270  -0.0277
C: -4.8466 -2.2111 0.1439  -0.0789
C: -6.0580 -2.3771 1.0444  -0.0924
C: -5.7391 -1.8562 2.4224  -0.2455
N: -6.3243 -0.8405 2.8919  0.1041
C: -4.2789 -0.9634 -0.0807  -0.2747
O: -4.8127 0.1539 0.4952  0.0337
C: -3.1547 -0.8371 -0.8885  -0.3481
C: -2.5380 -1.9115 -1.5213  -0.1794
N: -1.3836 -1.6996 -2.3693  -0.0204
C: -1.6873 -0.9936 -3.6666  -0.1569
C: -3.1105 -1.0897 -4.1705  -0.1510
C: -3.5126 -2.5098 -4.5735  -0.2121
F: -4.8042 -2.8073 -4.2263  -0.0221
C: -0.3958 -0.8964 -1.6855  -0.1719
C: 0.9447 -1.3256 -1.6761  -0.1439
N: 1.3089 -2.5130 -2.2959  0.1685
C: 1.8898 -0.5317 -1.0199  -0.1609
O: 3.2136 -0.9652 -0.9943  0.1805
B: 3.9884 -0.6170 -2.0797  -0.8102
O: 3.4637 -0.0343 -3.2310  0.1788
O: 5.3119 -0.9587 -2.0117  0.2039
C: 1.5628 0.6567 -0.3941  -0.3293
C: 2.5742 1.4426 0.3379  -0.7852
I: 2.8319 0.7121 2.3145  0.8821
C: 3.2335 2.4892 -0.1432  -0.8267
C: 3.0191 2.9818 -1.5456  -0.1429
I: 4.6103 3.5669 1.0254  0.8648
C: 0.2258 1.0760 -0.4201  -0.6225
I: -0.2932 2.8919 0.5001  0.9919
C: -0.7316 0.3018 -1.0510  -0.4738
S: -2.4443 0.7695 -1.0942  0.9842
C: 0.6972 -5.4740 -0.3312  -0.4869
C: 1.9083 -6.2852 -0.7281  0.0162
O: 0.8284 -4.6055 0.4930  0.0337
H: -0.5394 -7.7346 0.5257  0.0717
H: 0.0155 -8.8891 -0.6837  0.0701
H: -1.7025 -8.6256 -0.4324  0.0671
H: -1.7197 -7.0553 -2.0158  0.1115
H: -0.0045 -7.2016 -2.2910  0.1014
H: -0.6088 -4.7456 -2.7644  0.1224
H: -0.5594 -3.7089 -1.2931  0.0837
H: -2.8765 -5.2786 -1.1968  0.0894
H: -2.8885 -4.7232 -2.8279  0.1090
H: -3.0017 -5.5968 2.3957  0.0658
H: -2.3250 -4.7475 1.0300  0.0766
H: -3.3044 -3.8530 2.1584  0.0624
H: -4.6250 -7.0946 1.6993  0.0772
H: -6.0492 -6.5495 0.7219  0.0805
H: -5.7486 -5.8700 2.3255  0.0885
H: -6.9204 -1.8487 0.6517  0.1274
H: -6.2793 -3.4296 1.1497  0.0971
H: -4.9609 -2.3851 2.9791  0.1049
H: -5.9681 -0.6294 3.8237  0.0468
H: -4.0963 0.7062 0.8320  0.0849
H: -1.0266 -1.4061 -4.4330  0.1258
H: -1.4301 0.0623 -3.6105  0.0792
H: -3.1417 -0.5020 -5.0889  0.1143
H: -3.8447 -0.6311 -3.5150  0.1115
H: -3.4032 -2.6119 -5.6521  0.1191
H: -2.8005 -3.2054 -4.1347  0.0899
H: 0.6351 -2.7939 -2.9911  0.0841
H: 2.2420 -2.4954 -2.6766  0.0994
H: 3.1710 0.8597 -3.0192  0.0781
H: 5.8657 -0.2445 -2.3330  0.1080
H: 3.8152 2.6154 -2.1959  0.0835
H: 3.1182 4.0627 -1.5531  0.0667
H: 2.0315 2.6839 -1.8738  0.0243
H: 2.0849 -7.0101 0.0620  0.0922
H: 1.8333 -6.7701 -1.6942  0.0681
H: 2.7574 -5.6111 -0.7489  0.0880
C: 9.4788 1.6205 0.7223  -2.0487
Cl: 8.3411 0.2823 0.8750  0.5062
Cl: 9.2612 2.7409 2.0698  0.5047
Cl: 11.1317 1.0010 0.7280  0.5324
Cl: 9.1769 2.4742 -0.8009  0.5123
C: -0.8049 7.0080 1.6648  -1.9982
Cl: -2.1975 7.6035 0.7648  0.5271
Cl: -1.2554 5.4980 2.4956  0.4352
Cl: 0.5147 6.6280 0.5358  0.4653
Cl: -0.2986 8.2212 2.8343  0.5328
C: 7.5404 6.9611 1.9444  -2.0502
Cl: 6.1029 7.3784 1.0086  0.5085
Cl: 7.2757 5.4205 2.7725  0.4571
Cl: 8.9282 6.8108 0.8631  0.5276
Cl: 7.8544 8.2215 3.1396  0.5317
C: -0.1947 -3.6878 4.3118  -2.0467
Cl: -0.1857 -5.4120 3.9139  0.5299
Cl: 0.2635 -2.7535 2.8977  0.5454
Cl: -1.8185 -3.2180 4.8447  0.5169
Cl: 0.9555 -3.3879 5.6214  0.5186
C: -1.6271 3.9910 -3.5988  -2.0347
Cl: -2.9779 2.8712 -3.5415  0.5410
Cl: -0.1221 3.0538 -3.5955  0.5510
Cl: -1.6948 4.9668 -5.0710  0.5382
Cl: -1.6782 5.0402 -2.1832  0.4866
C: 1.6296 11.2478 0.3830  -2.0404
Cl: 1.3332 9.5362 0.0658  0.4873
Cl: 2.3342 12.0073 -1.0483  0.5314
Cl: 0.0970 12.0368 0.7725  0.5029
Cl: 2.7405 11.4105 1.7468  0.5293
C: 1.6130 5.8283 6.2516  -2.0456
Cl: 0.4536 5.6160 4.9367  0.4785
Cl: 0.9133 5.2410 7.7642  0.5268
Cl: 3.0848 4.9208 5.8898  0.5227
Cl: 2.0049 7.5461 6.4115  0.5188
C: -4.0301 10.4410 -1.5542  -2.0594
Cl: -5.3783 9.7651 -0.6332  0.5237
Cl: -2.8131 11.0681 -0.4393  0.4858
Cl: -3.3081 9.1726 -2.5514  0.5137
Cl: -4.6156 11.7458 -2.5897  0.5304
C: 5.8613 -2.0398 4.6070  -2.0577
Cl: 4.6529 -3.1294 3.9300  0.5240
Cl: 5.0743 -0.7849 5.5676  0.5064
Cl: 6.9834 -2.9527 5.6241  0.5255
Cl: 6.7611 -1.2315 3.3191  0.4843

Cartesian forces (eV/Å) of the 6 atoms listed first:
0.0 0.0 -0.3
-0.1 -0.5 0.7
0.7 -0.3 -1.0
-0.8 -0.5 0.2
0.5 0.3 0.5
0.0 -0.3 -0.3

Computed properties:
Multiplicity: 1
E_LUMO in eV: -0.090
Frontier orbital gap in eV: 7.81

***

Record 2
DFT (ωB97M-V/def2-TZVPD) results for 3 unconnected molecules or ions with the total composition C15H29F3O5 at a distorted geometry.

Last column: Löwdin charge in e.
Cartesian coordinates (Å):
O: 4.9628 -1.4876 2.5578  0.1852
C: 4.1367 -1.1932 1.8194  -0.4985
C: 3.8259 0.2614 1.3204  -0.0523
C: 2.7924 -0.0763 0.1880  -0.1036
C: 2.1000 -1.2097 0.9461  -0.3041
C: 0.8309 -1.8749 0.3902  -0.0270
C: -0.3786 -1.4319 1.2375  -0.2448
O: -1.3965 -2.4291 1.2382  -0.0005
C: -1.0334 -0.1052 0.7467  -0.5974
F: -2.2128 -0.2861 0.1840  0.1684
F: -1.2583 0.7084 1.7848  0.1243
F: -0.3028 0.5414 -0.1545  0.1539
O: 3.2307 -2.0631 1.2483  0.0366
H: 4.7287 0.8060 1.0390  0.1197
H: 3.2265 0.8038 2.0661  0.1225
H: 2.2278 0.8211 -0.0774  0.1134
H: 3.3776 -0.4826 -0.6490  0.1296
H: 1.8644 -0.8185 1.9556  0.1410
H: 0.6744 -1.6135 -0.6620  0.1278
H: 0.8939 -2.9633 0.5219  0.1389
H: -0.1136 -1.2772 2.2938  0.1555
H: -1.8102 -2.4249 2.1108  0.1082
C: -1.2064 -3.9880 -4.7667  -0.0799
C: -0.1618 -2.9026 -4.5703  -0.2810
O: 0.5645 -3.0259 -3.3600  -0.1730
C: 1.3274 -4.2116 -3.2044  -0.2799
C: 2.4126 -4.3763 -4.2551  -0.0795
H: -1.8538 -4.0598 -3.8910  0.0825
H: -1.8178 -3.7725 -5.6440  0.0765
H: -0.7462 -4.9670 -4.9143  0.0660
H: -0.6625 -1.9344 -4.5223  0.1178
H: 0.5226 -2.8590 -5.4248  0.1073
H: 0.6721 -5.0886 -3.1763  0.1087
H: 1.7969 -4.1413 -2.2216  0.1129
H: 1.9889 -4.5467 -5.2467  0.0662
H: 3.0478 -5.2297 -4.0139  0.0774
H: 3.0311 -3.4790 -4.3127  0.0823
C: -3.3797 6.8065 2.8382  -0.0825
C: -1.9994 6.2212 2.5910  -0.2841
O: -1.6368 5.2105 3.5142  -0.1602
C: -2.4584 4.0560 3.5293  -0.2757
C: -2.4761 3.3026 2.2097  -0.0864
H: -3.4795 7.1280 3.8763  0.0817
H: -3.5529 7.6615 2.1831  0.0756
H: -4.1669 6.0749 2.6454  0.0652
H: -1.2546 7.0107 2.7032  0.1172
H: -1.9105 5.8510 1.5635  0.1067
H: -3.4750 4.3133 3.8465  0.1072
H: -2.0464 3.4053 4.3024  0.1181
H: -2.9693 3.8809 1.4252  0.0711
H: -3.0147 2.3619 2.3169  0.0721
H: -1.4618 3.0935 1.8735  0.0729

Cartesian forces (eV/Å) of the 6 atoms listed first:
3.2 -1.7 2.6
-2.8 2.5 -2.7
-1.0 -1.1 -0.7
1.2 0.5 0.8
-0.3 0.8 0.1
0.2 -0.1 0.5

Computed properties:
SMILES: O=C1CC[C@@H](C[C@H](O)C(F)(F)F)O1.CCOCC.CCOCC
Multiplicity: 1
Relative energy (zero: lowest compared OMol25 entry of this formula, charge and spin) in kcal/mol: 9.4
E_LUMO in eV: 0.490
Frontier orbital gap in eV: 10.16

***

Record 3
DFT (ωB97M-V/def2-TZVPD) results for a molecular structure, C20H12AlBF14NO2 at a distorted geometry.

Last column: Löwdin charge in e.
Cartesian coordinates (Å):
Al: 0.8311 -1.6051 1.0086  0.2516
C: -5.5851 -0.5822 0.7962  -0.0597
C: -4.1168 -0.3895 0.5555  -0.2737
C: -3.4658 0.7697 0.9519  -0.0407
C: -2.1036 0.8954 0.8042  -0.0100
C: -1.3297 -0.1361 0.2606  -0.2077
N: 0.0514 -0.0496 0.2424  0.0595
C: 0.7195 1.0309 -0.2606  -0.1830
C: 0.0650 2.0173 -1.0190  -0.0161
C: 0.7378 3.0827 -1.5684  -0.0507
C: 2.1091 3.2278 -1.3979  -0.2842
C: 2.8608 4.3692 -2.0160  -0.0664
C: 2.7775 2.2449 -0.6812  0.0076
C: 2.1241 1.1520 -0.1312  -0.0493
C: 2.9449 0.1330 0.6574  -0.2869
O: 2.4397 -1.1368 0.6879  -0.0195
C: 3.0098 0.6563 2.1087  -0.5488
F: 3.6052 1.8568 2.2231  0.1518
F: 1.7752 0.8157 2.6029  0.1603
F: 3.6603 -0.1640 2.9392  0.1719
C: 4.3941 -0.0396 0.1297  -0.5464
F: 4.9510 -1.1546 0.6123  0.1605
F: 4.4307 -0.1382 -1.2013  0.1671
F: 5.2630 0.9427 0.4495  0.1322
C: -1.9883 -1.3170 -0.1444  -0.0459
C: -3.3639 -1.4101 -0.0079  0.0190
C: -1.1704 -2.4763 -0.7053  -0.2830
O: -0.0227 -2.7047 0.0011  -0.0234
C: -0.8455 -2.1699 -2.1936  -0.5384
F: 0.0408 -1.1908 -2.3326  0.1872
F: -0.3542 -3.2259 -2.8579  0.1590
F: -1.9422 -1.7859 -2.8813  0.1446
C: -1.9167 -3.8326 -0.7029  -0.5534
F: -1.0816 -4.8430 -0.9584  0.1596
F: -2.4717 -4.1112 0.4826  0.1606
F: -2.9052 -3.9451 -1.6137  0.1400
H: -6.0871 0.3729 0.9356  0.0686
H: -6.0460 -1.1126 -0.0343  0.0736
H: -5.7335 -1.1771 1.6994  0.0804
H: -4.0322 1.5743 1.3994  0.1065
H: -1.5934 1.7817 1.1511  0.1223
H: -0.9944 1.9146 -1.1976  0.1068
H: 0.1901 3.8130 -2.1450  0.1041
H: 2.1885 5.1923 -2.2509  0.0670
H: 3.6412 4.7254 -1.3452  0.0723
H: 3.3388 4.0479 -2.9431  0.0756
H: 3.8433 2.3483 -0.5584  0.1157
H: -3.8911 -2.2930 -0.3330  0.1153
F: -0.6303 -1.4981 3.7696  0.1370
B: 0.4292 -1.9313 3.0731  -0.5215
F: 1.2481 -2.5432 3.9388  0.1312

Cartesian forces (eV/Å) of the 6 atoms listed first:
-0.9 1.1 0.1
0.1 0.0 0.0
0.0 -0.1 -0.1
0.0 0.0 0.0
0.0 -0.1 0.0
-0.5 0.1 0.1

Computed properties:
Multiplicity: 1
Relative energy (zero: lowest compared OMol25 entry of this formula, charge and spin) in kcal/mol: 6.6
E_LUMO in eV: 2.855
Total charge: -1
Frontier orbital gap in eV: 7.30

***

Record 4
DFT (ωB97M-V/def2-TZVPD) results for 3 unconnected molecules or ions with the total composition C24H47N4O3 at a distorted geometry.

Last column: Löwdin charge in e.
Cartesian coordinates (Å):
C: -2.7715 -1.6394 0.3808  -0.0904
C: -1.9373 -2.1654 -0.9288  -0.2369
O: -1.3577 -3.5127 -0.8006  -0.2114
C: -2.3856 -4.5498 -0.6185  -0.1211
C: -1.6311 -6.0400 -0.5345  -0.0116
N: -2.4881 -7.1255 0.1504  0.0804
C: -1.5882 -8.3465 0.1423  0.0179
C: -0.1697 -7.9148 -0.5989  0.0198
N: -0.2514 -6.4529 -1.0273  0.1077
H: -3.2865 -0.5899 0.2514  0.1011
H: -3.6448 -2.3880 0.6923  0.0795
H: -2.0215 -1.6221 1.2862  0.0898
H: -1.0113 -1.4216 -1.0501  0.1034
H: -2.5692 -2.0148 -1.9306  0.1462
H: -3.2361 -4.5468 -1.4356  0.1589
H: -2.9066 -4.4251 0.4469  0.1388
H: -3.4583 -7.0570 0.5372  0.1710
H: -1.8258 -9.4194 0.5669  0.1375
H: 0.7775 -8.5787 -0.7798  0.1322
H: 0.4306 -5.8415 -1.5294  0.1735
C: 0.6617 2.5121 4.3910  -0.0377
C: -0.4008 1.6241 3.6798  -0.4691
C: -0.4356 1.9518 2.1641  -0.1438
C: -1.1185 3.2800 1.8371  -0.1810
C: -2.5007 3.3601 2.4803  -0.1360
C: -2.4837 3.0677 4.0040  -0.4772
N: -1.7340 1.8114 4.3448  -0.0243
O: -2.5487 0.7218 3.9870  -0.0431
C: -1.8623 4.2746 4.7578  -0.0433
C: -3.9605 3.0424 4.5175  -0.0455
C: 0.1568 0.1723 3.8412  -0.0486
H: 1.6503 2.0390 4.4028  0.0819
H: 0.8044 3.4788 3.9008  0.0695
H: 0.4006 2.6903 5.4411  0.0895
H: -0.9664 1.1589 1.6213  0.1054
H: 0.5828 1.9703 1.7559  0.1241
H: -0.4972 4.1217 2.1679  0.1066
H: -1.2162 3.3836 0.7541  0.1081
H: -2.9231 4.3553 2.2894  0.1261
H: -3.1597 2.6471 1.9696  0.1179
H: -1.7543 4.0585 5.8264  0.0926
H: -2.5023 5.1617 4.6725  0.0890
H: -0.8909 4.5809 4.3712  0.0583
H: -4.5802 2.3117 3.9857  0.0738
H: -4.4437 4.0160 4.3699  0.0850
H: -4.0018 2.8141 5.5880  0.0882
H: 0.2020 -0.1188 4.8971  0.0908
H: 1.1723 0.0952 3.4324  0.0837
H: -0.4401 -0.5731 3.3036  0.0572
C: 1.4494 -0.9661 -2.8387  -0.0383
C: 1.4788 0.5874 -2.7425  -0.4627
C: 1.0280 1.2097 -4.0899  -0.1355
C: 2.0812 1.1158 -5.1941  -0.1846
C: 3.4242 1.6661 -4.7209  -0.1348
C: 3.9098 1.0325 -3.3904  -0.4782
N: 2.8499 1.0360 -2.3259  -0.0286
O: 2.7416 2.3519 -1.8404  -0.0227
C: 4.3909 -0.4204 -3.6519  -0.0471
C: 5.2135 1.7694 -2.9404  -0.0428
C: 0.3847 0.9166 -1.6752  -0.0545
H: 0.4755 -1.3768 -2.5487  0.0522
H: 1.6328 -1.3326 -3.8522  0.0688
H: 2.1827 -1.4257 -2.1651  0.0893
H: 0.7828 2.2705 -3.9493  0.1253
H: 0.1064 0.7287 -4.4411  0.1242
H: 2.1940 0.0767 -5.5284  0.1020
H: 1.7460 1.6797 -6.0676  0.1151
H: 4.1700 1.5084 -5.5110  0.1263
H: 3.3291 2.7530 -4.6051  0.1251
H: 4.6543 -0.9231 -2.7148  0.0896
H: 5.2878 -0.4285 -4.2841  0.0891
H: 3.6618 -1.0367 -4.1770  0.0551
H: 5.0712 2.8503 -2.8301  0.0781
H: 6.0119 1.6418 -3.6818  0.0858
H: 5.5826 1.3722 -1.9887  0.0876
H: 0.6506 0.5030 -0.6955  0.0834
H: -0.5843 0.4894 -1.9633  0.0707
H: 0.2152 1.9932 -1.5602  0.0773

Cartesian forces (eV/Å) of the 6 atoms listed first:
-0.1 -1.0 0.6
-0.1 2.5 -0.3
-2.3 -0.8 0.0
0.6 -0.3 0.9
-0.7 -0.5 0.2
7.5 -0.2 -3.1

Computed properties:
Multiplicity: 3
Relative energy (zero: lowest compared OMol25 entry of this formula, charge and spin) in kcal/mol: 195.1
Expectation value of S²: 2.010
E_LUMO (alpha / beta) in eV: -4.204 / -4.204
Total charge: +1
Frontier orbital gap (alpha / beta) in eV: 6.39 / 6.98

***

DFT total energy across the listed records, respectively: -20102.48724; -1264.69448; -2640.43819; -1386.77165 a.u..